1.
Here is C31H42CuN3OP as an isolated structure from OMol25. Energies are from ωB97M-V/def2-TZVPD.

Cartesian coordinates (Å):
Cu  -0.16464  0.73703  -0.44470
N  -0.14115  -3.76250  2.75131
N  0.07289  -1.90358  -1.05634
C  0.50141  2.81498  -0.81098
C  1.63412  2.01746  -0.45525
C  1.48728  1.62494  0.90996
C  2.44156  0.82882  1.71607
H  3.28008  0.45737  1.11186
H  1.91851  -0.02182  2.17071
H  2.86973  1.41521  2.54525
C  0.23838  2.11632  1.37863
C  -0.24257  1.96436  2.77375
H  0.38205  2.52273  3.50575
H  -0.22113  0.89704  3.08095
H  -1.26847  2.35274  2.86286
C  -0.38961  2.82541  0.30826
C  -1.69106  3.55282  0.36752
H  -2.33791  3.06029  1.10440
H  -2.18337  3.52452  -0.61582
H  -1.61515  4.61854  0.65396
C  2.80802  1.71558  -1.31176
H  3.72926  2.20105  -0.94810
H  2.64605  2.05491  -2.34375
H  2.99266  0.63143  -1.32428
C  0.31670  3.49851  -2.11963
H  -0.70498  3.88415  -2.21608
H  0.48268  2.77053  -2.92617
H  1.00146  4.34640  -2.30470
C  -0.87977  -4.67795  3.33498
H  -0.38285  -5.31361  4.13391
C  -2.25086  -4.89690  2.93987
H  -2.85387  -5.61037  3.49283
C  -2.79663  -4.26103  1.79150
H  -3.83663  -4.42516  1.46017
C  -1.97133  -3.36282  1.10259
H  -2.25913  -2.82435  0.18785
C  -0.70721  -2.94913  1.72855
C  -0.07735  -1.61206  1.60972
H  1.19049  -1.83380  1.56601
C  -0.24668  -0.82171  -1.54134
C  0.05382  -2.83522  -1.97631
H  0.15434  -3.80292  -1.63060
C  -0.19338  -2.31378  -3.29050
H  -0.12318  -2.68872  -4.27725
N  -0.50579  -0.99070  -2.94559
C  -0.67973  0.11841  -3.75461
C  0.30595  0.42139  -4.70334
C  0.09164  1.51640  -5.54223
H  0.81324  1.63810  -6.34821
C  -1.06771  2.31263  -5.38761
C  -1.32157  3.42618  -6.35418
H  -1.86841  4.24736  -5.87474
H  -1.91559  3.13187  -7.23319
H  -0.36525  3.80209  -6.73379
C  -1.97570  2.03612  -4.35159
H  -2.93069  2.55246  -4.20684
C  -1.76894  0.97907  -3.47508
C  -2.68849  0.64769  -2.33319
H  -3.13949  -0.35448  -2.42057
H  -3.48483  1.39382  -2.35437
H  -2.21835  0.70583  -1.32592
C  1.51943  -0.45781  -4.69710
H  1.25189  -1.51409  -4.83471
H  2.12932  -0.38985  -3.77593
H  2.13641  -0.14213  -5.53591
C  2.10771  -2.91490  4.67823
P  0.91313  -1.56185  4.80594
C  -0.29749  -1.88942  6.10352
C  1.98520  -0.35614  5.59606
O  0.28852  -1.13126  3.52225
H  1.89364  -3.49303  3.76307
H  2.01440  -3.54828  5.57306
H  3.12744  -2.46934  4.67906
H  0.26220  -2.15817  7.01461
H  -0.85027  -0.95487  6.29368
H  -1.01707  -2.69021  5.84700
H  1.56338  0.65279  5.53431
H  2.04906  -0.69227  6.64776
H  2.98026  -0.38914  5.13449

M   567.22 u
LUMO (spin up / spin down)   0.165 / 0.165 hartree
Multiplicity   2
Gap between HOMO and LUMO (spin up / spin down)   2.693 / 4.291 eV
Charge   -2
Energy relative to the best compared isomer or geometry (same formula, charge and spin)   0.0 kJ/mol
Expectation value of S²   0.77

2.
Here is a 2-piece molecular cluster, C3H5F4NO3S2 overall from OMol25. Energies are from ωB97M-V/def2-TZVPD.

Cartesian coordinates (Å):
C  -1.97769  -1.16536  2.09794
C  1.86675  -1.06657  -0.07427
C  1.73906  1.60162  -2.24638
N  -4.64573  -1.08774  1.57920
O  0.89576  -0.45677  -0.83569
O  1.13176  1.79049  0.41802
O  -0.67686  1.37643  -1.27457
F  1.65342  -0.97495  1.24329
F  3.05777  -0.46250  -0.24349
F  1.07683  1.10283  -3.27983
F  1.65644  2.91334  -2.25043
S  -3.24916  -1.61622  1.11096
S  0.63616  1.17872  -0.75794
H  -2.04255  -0.65741  3.16649
H  -1.03521  -1.30972  1.55168
H  1.99797  -2.16541  -0.33350
H  2.76520  1.35354  -2.09060
H  -4.84992  -0.35432  2.21912

M   243.20 u
LUMO   -0.003 hartree
Multiplicity   1
Gap between HOMO and LUMO   8.494 eV
Charge   0
Energy relative to the best compared isomer or geometry (same formula, charge and spin)   0.0 kJ/mol

3.
Here is one molecule with the formula C20H31N3O2 from OMol25. Energies are from ωB97M-V/def2-TZVPD.

Cartesian coordinates (Å):
C  -1.00060  -0.42303  -4.87261
C  -0.35992  0.84115  -4.28993
N  -0.08151  0.78678  -2.87520
C  -1.19981  0.95492  -1.97905
C  -1.77428  -0.37934  -1.46646
C  -2.63937  -0.19568  -0.22158
N  -1.83096  -0.18161  0.97666
C  -2.19640  -0.81579  2.10356
O  -3.24615  -1.41061  2.23433
C  -1.14585  -0.79366  3.22585
C  -0.15712  -1.95832  3.01617
C  1.03099  -1.30638  2.31467
C  0.93564  0.16012  2.70852
O  1.79337  1.00443  2.57461
N  -0.30127  0.37776  3.21599
C  -0.68557  1.64496  3.81007
C  -1.96067  2.20113  3.18112
C  -0.83528  1.51154  5.32624
C  1.11668  0.27900  -2.39914
C  1.49462  0.44994  -1.06204
C  2.71359  -0.00494  -0.59991
C  3.58999  -0.66040  -1.44371
C  3.24242  -0.84974  -2.77517
C  4.17668  -1.57262  -3.70027
C  2.02150  -0.38561  -3.23572
H  -2.01271  -0.55147  -4.49771
H  -0.42148  -1.30385  -4.60786
H  -1.04608  -0.34664  -5.95621
H  0.57489  1.05711  -4.81193
H  -1.02962  1.69074  -4.46478
H  -1.98042  1.50408  -2.51086
H  -0.89791  1.57551  -1.12941
H  -2.36955  -0.84508  -2.25125
H  -0.94831  -1.05497  -1.23360
H  -3.21688  0.73434  -0.29943
H  -3.34443  -1.02242  -0.10318
H  -0.94846  0.30491  0.94665
H  -1.68514  -0.89132  4.17202
H  -0.60683  -2.76377  2.43816
H  0.14738  -2.36033  3.98295
H  1.99175  -1.71580  2.62155
H  0.97113  -1.38541  1.22714
H  0.15354  2.31763  3.59461
H  -1.82354  2.38325  2.11803
H  -2.78996  1.50931  3.31306
H  -2.21851  3.14291  3.65819
H  -0.94692  2.49620  5.77144
H  0.04676  1.03858  5.75148
H  -1.71204  0.92046  5.58078
H  0.86227  0.98207  -0.36922
H  2.97753  0.17315  0.43197
H  4.54030  -1.01754  -1.07626
H  4.17070  -2.64069  -3.48043
H  3.88615  -1.43618  -4.73929
H  5.19568  -1.21295  -3.57069
H  1.77999  -0.55581  -4.27291

M   345.49 u
LUMO   0.028 hartree
Multiplicity   1
Gap between HOMO and LUMO   8.349 eV
Charge   0
Energy relative to the best compared isomer or geometry (same formula, charge and spin)   83.3 kJ/mol

4.
Here is a 2-piece molecular cluster, C2H5N4O2 overall from OMol25. Energies are from ωB97M-V/def2-TZVPD.

Cartesian coordinates (Å):
C  -0.42922  1.30239  0.01899
C  -1.11812  0.17133  0.59389
N  1.70106  -1.07547  -0.26595
N  -2.37728  -1.83372  0.04449
N  -1.58166  -0.88660  0.29001
N  2.77616  -0.45020  0.06655
O  3.90072  -0.97741  0.21139
O  2.64623  0.81642  0.21149
H  -0.33154  2.00602  0.76331
H  -1.09001  1.83956  -0.59591
H  0.58461  1.18593  -0.45589
H  1.88631  -2.09792  -0.27957
H  -2.06336  -2.56827  0.64318

M   117.09 u
LUMO   0.141 hartree
Multiplicity   1
Gap between HOMO and LUMO   8.191 eV
Charge   -1
Energy relative to the best compared isomer or geometry (same formula, charge and spin)   190.8 kJ/mol

5.
Here is one molecule with the formula C5H10N2 from OMol25. Energies are from ωB97M-V/def2-TZVPD.

Cartesian coordinates (Å):
C  2.00182  -0.35310  0.75356
C  1.31874  0.62665  0.14707
N  1.95457  1.49683  -0.70230
N  -0.07340  0.84891  0.41722
C  -0.90952  -0.03982  0.01674
C  -2.41670  0.31289  0.32896
C  -0.66828  -1.37725  -0.63028
H  3.06749  -0.48050  0.59515
H  1.51258  -1.06057  1.41105
H  1.43618  2.37162  -0.71480
H  2.92749  1.64596  -0.45297
H  -2.98856  0.23633  -0.59869
H  -2.50356  1.32673  0.72543
H  -2.79281  -0.40569  1.05971
H  -0.56206  -2.13268  0.15411
H  0.22346  -1.37089  -1.25866
H  -1.52744  -1.64545  -1.25130

M   98.15 u
LUMO   0.038 hartree
Multiplicity   1
Gap between HOMO and LUMO   9.016 eV
Charge   0
Energy relative to the best compared isomer or geometry (same formula, charge and spin)   72.6 kJ/mol

6.
Here is a 2-piece molecular cluster, C5H11NO3 overall from OMol25. Energies are from ωB97M-V/def2-TZVPD.

Cartesian coordinates (Å):
C  1.87468  -0.88135  0.55944
N  1.31899  0.35920  0.88539
O  0.32409  0.25758  1.91703
C  1.40474  1.44405  0.12463
O  2.17515  1.54113  -0.78671
O  0.66283  2.41699  0.58409
H  1.12202  -1.60735  0.02140
H  2.67171  -0.76694  -0.10224
H  2.25658  -1.35115  1.41789
H  -0.50053  -0.03497  1.44300
H  -0.00820  2.21278  1.33191
C  -2.02201  -0.66183  0.49102
C  -1.63659  0.02951  -0.57315
C  -0.99705  -0.40736  -1.90163
H  -2.58674  -0.15527  1.26694
H  -1.80764  -1.78636  0.50386
H  -1.95962  1.10574  -0.65001
H  -1.54046  -0.23816  -2.77429
H  -0.72705  -1.45464  -1.74177
H  -0.02489  -0.02161  -2.01681

M   133.15 u
LUMO   0.025 hartree
Multiplicity   1
Gap between HOMO and LUMO   10.298 eV
Charge   0
Energy relative to the best compared isomer or geometry (same formula, charge and spin)   338.0 kJ/mol

Copy entry 5 word for word.
Here is one molecule with the formula C5H10N2 from OMol25. Energies are from ωB97M-V/def2-TZVPD.

Cartesian coordinates (Å):
C  2.00182  -0.35310  0.75356
C  1.31874  0.62665  0.14707
N  1.95457  1.49683  -0.70230
N  -0.07340  0.84891  0.41722
C  -0.90952  -0.03982  0.01674
C  -2.41670  0.31289  0.32896
C  -0.66828  -1.37725  -0.63028
H  3.06749  -0.48050  0.59515
H  1.51258  -1.06057  1.41105
H  1.43618  2.37162  -0.71480
H  2.92749  1.64596  -0.45297
H  -2.98856  0.23633  -0.59869
H  -2.50356  1.32673  0.72543
H  -2.79281  -0.40569  1.05971
H  -0.56206  -2.13268  0.15411
H  0.22346  -1.37089  -1.25866
H  -1.52744  -1.64545  -1.25130

M   98.15 u
LUMO   0.038 hartree
Multiplicity   1
Gap between HOMO and LUMO   9.016 eV
Charge   0
Energy relative to the best compared isomer or geometry (same formula, charge and spin)   72.6 kJ/mol